A structure of composition C27H25Cl2FN5O4SSc. Source: the OMol25 dataset; level of theory: ωB97M-V/def2-TZVPD.

Structure (XYZ):
```
66
Properties=species:S:1:pos:R:3
Sc 0.511 0.813 -1.187
C -1.907 -4.075 4.082
C -2.285 -2.622 4.328
C -2.099 -2.163 5.765
C -0.631 -2.211 6.161
C 0.215 -1.471 5.160
C 1.441 -0.962 5.511
C 2.210 -0.252 4.586
F 3.390 0.225 4.983
C 1.785 -0.020 3.311
C 0.536 -0.531 2.921
C 0.053 -0.303 1.582
O 0.808 0.358 0.761
C -1.218 -0.792 1.252
C -1.925 -1.497 2.211
N -1.478 -1.744 3.430
C -0.243 -1.258 3.840
C -1.941 -0.544 -0.049
O -3.125 -0.764 -0.129
O -1.215 -0.066 -1.035
H -2.485 -4.723 4.740
H -0.848 -4.252 4.273
H -2.120 -4.364 3.053
H -3.321 -2.456 4.033
H -2.695 -2.803 6.414
H -2.482 -1.146 5.871
H -0.288 -3.247 6.232
H -0.487 -1.774 7.149
H 1.826 -1.089 6.515
H 2.381 0.559 2.622
H -2.908 -1.878 1.963
N 1.324 -1.018 -5.039
C 0.383 -0.165 -5.603
C -0.103 -0.038 -6.899
C -1.063 0.931 -7.098
C -1.525 1.741 -6.046
C -1.038 1.610 -4.763
C -0.063 0.638 -4.552
N 0.614 0.277 -3.390
C 1.416 -0.712 -3.733
C 2.268 -1.333 -2.730
C 3.183 -2.331 -2.818
S 3.861 -2.630 -1.279
C 2.888 -1.418 -0.606
N 2.106 -0.814 -1.463
H 1.835 -1.741 -5.518
H 0.245 -0.666 -7.708
H -1.477 1.071 -8.087
H -2.288 2.480 -6.251
H -1.413 2.225 -3.957
H 3.489 -2.898 -3.682
H 2.906 -1.165 0.444
Cl -1.350 2.726 0.320
C -2.889 2.688 -0.586
Cl -2.793 3.720 -2.024
H -3.660 3.076 0.067
H -3.073 1.666 -0.900
C 2.966 4.297 -1.746
C 1.530 3.898 -1.788
N 0.603 4.809 -1.990
O 1.204 2.689 -1.642
H 3.110 5.363 -1.893
H 3.503 3.746 -2.517
H 3.374 4.004 -0.779
H 0.850 5.780 -2.099
H -0.375 4.545 -1.994
```

charge = +2
frontier orbital gap = 8.304 eV
lowest unoccupied orbital energy = -5.35 eV
2S+1 = 1
max |F| = 0.0049 hartree/bohr